[1]
Below is one molecule with the formula C5H10O2, with properties calculated with ωB97M-V/def2-TZVPD.

XYZ file:
```
17
C5H10O2 (ωB97M-V/def2-TZVPD)
C 1.48393 -0.16743 -1.96629
C 0.84051 -0.83743 -0.75564
C -0.29486 0.00735 -0.12280
O -1.55620 -0.26935 -0.71502
C -0.40364 -0.33186 1.36261
C -1.53875 0.48593 2.04337
O -1.92905 1.51660 1.53639
H 2.23634 -0.81087 -2.43690
H 0.72308 0.07827 -2.71125
H 1.98866 0.76058 -1.67026
H 0.45513 -1.83053 -1.02257
H 1.63615 -1.02816 -0.01602
H -0.06281 1.07668 -0.26327
H -2.20192 0.12062 -0.10655
H 0.56603 -0.10532 1.82911
H -0.53328 -1.42461 1.40835
H -2.04121 0.19650 2.99909
```

Output
F_max: 0.81 eV Å⁻¹
energy: -346.9680 a.u.
ΔE to the lowest compared entry with this formula, charge and spin: 1.562 eV
SMILES: CC[C@@H](O)CC=O
E_HOMO: -10.24 eV

These are the Mulliken partial charges, in e, on atoms 1 to 4: -1.3105 -0.4523 0.2348 -0.5376

=====

[2]
Below is a 2-piece molecular cluster, C5H10O2 overall, with properties calculated with ωB97M-V/def2-TZVPD.

XYZ file:
```
17
C5H10O2 (ωB97M-V/def2-TZVPD)
O 2.61736 -0.71748 -0.78302
C 1.77489 -1.33608 0.18542
C 0.34323 0.12350 -0.72277
C 0.20924 -0.94346 0.27812
C -2.35277 0.69028 0.33927
C -1.65986 1.80628 0.14894
O 0.81704 1.21116 -0.46664
H 2.65480 0.24057 -0.62837
H 2.16372 -1.12152 1.17780
H 1.82546 -2.38498 -0.08007
H 0.21489 -0.24868 -1.75690
H -0.05610 -0.58855 1.28143
H -0.49286 -1.74548 -0.00386
H -2.50061 0.27449 1.33273
H -2.77037 0.12606 -0.49262
H -1.16750 2.33016 0.96491
H -1.45783 2.20170 -0.84300
```

Output
F_max: 0.84 eV Å⁻¹
energy: -346.8979 a.u.
ΔE to the lowest compared entry with this formula, charge and spin: 3.469 eV
SMILES: O=CCCO.C=C
E_HOMO: -9.77 eV

These are the Mulliken partial charges, in e, on atoms 1 to 4: -0.5424 -0.3884 0.2452 -0.4208

=====

[3]
Below is C5H10O2 as an isolated structure in a non-equilibrium geometry, with properties calculated with ωB97M-V/def2-TZVPD.

XYZ file:
```
17
C5H10O2 (ωB97M-V/def2-TZVPD)
C -0.31587 0.48437 -0.51031
C 0.06728 -0.86808 -0.13310
C 1.54142 -0.06933 -0.95829
C -0.55896 1.60626 0.46126
C 0.06895 -1.34294 1.28705
O 0.56588 0.78443 -1.55206
O -1.85947 -0.07265 -0.92012
H -2.01360 0.21739 -1.82823
H -0.10088 -1.64492 -0.86952
H 1.99198 -0.74734 -1.67894
H 2.25459 0.44419 -0.31667
H -1.28281 1.30448 1.21271
H 0.36841 1.88954 0.95798
H -0.95434 2.45452 -0.09456
H 0.27172 -0.54594 1.99823
H -0.89108 -1.79760 1.52549
H 0.84679 -2.09639 1.41908
```

Output
F_max: 5.63 eV Å⁻¹
energy: -346.8809 a.u.
ΔE to the lowest compared entry with this formula, charge and spin: 3.934 eV
E_HOMO: -8.97 eV

These are the Mulliken partial charges, in e, on atoms 1 to 4: 1.0078 0.1510 -0.6110 -1.3987

=====

Repeat the first record exactly.
Below is one molecule with the formula C5H10O2, with properties calculated with ωB97M-V/def2-TZVPD.

XYZ file:
```
17
C5H10O2 (ωB97M-V/def2-TZVPD)
C 1.48393 -0.16743 -1.96629
C 0.84051 -0.83743 -0.75564
C -0.29486 0.00735 -0.12280
O -1.55620 -0.26935 -0.71502
C -0.40364 -0.33186 1.36261
C -1.53875 0.48593 2.04337
O -1.92905 1.51660 1.53639
H 2.23634 -0.81087 -2.43690
H 0.72308 0.07827 -2.71125
H 1.98866 0.76058 -1.67026
H 0.45513 -1.83053 -1.02257
H 1.63615 -1.02816 -0.01602
H -0.06281 1.07668 -0.26327
H -2.20192 0.12062 -0.10655
H 0.56603 -0.10532 1.82911
H -0.53328 -1.42461 1.40835
H -2.04121 0.19650 2.99909
```

Output
F_max: 0.81 eV Å⁻¹
energy: -346.9680 a.u.
ΔE to the lowest compared entry with this formula, charge and spin: 1.562 eV
SMILES: CC[C@@H](O)CC=O
E_HOMO: -10.24 eV

These are the Mulliken partial charges, in e, on atoms 1 to 4: -1.3105 -0.4523 0.2348 -0.5376

=====

> The highest ΔE to the lowest compared entry with this formula, charge and spin belongs to which entry?

number 3

=====

> Which formula does entry 2 have?

C5H10O2

=====

What did the second record say?
Below is a 2-piece molecular cluster, C5H10O2 overall, with properties calculated with ωB97M-V/def2-TZVPD.

XYZ file:
```
17
C5H10O2 (ωB97M-V/def2-TZVPD)
O 2.61736 -0.71748 -0.78302
C 1.77489 -1.33608 0.18542
C 0.34323 0.12350 -0.72277
C 0.20924 -0.94346 0.27812
C -2.35277 0.69028 0.33927
C -1.65986 1.80628 0.14894
O 0.81704 1.21116 -0.46664
H 2.65480 0.24057 -0.62837
H 2.16372 -1.12152 1.17780
H 1.82546 -2.38498 -0.08007
H 0.21489 -0.24868 -1.75690
H -0.05610 -0.58855 1.28143
H -0.49286 -1.74548 -0.00386
H -2.50061 0.27449 1.33273
H -2.77037 0.12606 -0.49262
H -1.16750 2.33016 0.96491
H -1.45783 2.20170 -0.84300
```

Output
F_max: 0.84 eV Å⁻¹
energy: -346.8979 a.u.
ΔE to the lowest compared entry with this formula, charge and spin: 3.469 eV
SMILES: O=CCCO.C=C
E_HOMO: -9.77 eV

These are the Mulliken partial charges, in e, on atoms 1 to 4: -0.5424 -0.3884 0.2452 -0.4208